{
  "formula": "C33H83Cl9O30S10",
  "method": "the ωB97M-V functional and the def2-TZVPD basis",
  "homo_energy_ev": -10.62,
  "lumo_energy_ev": -0.156,
  "de_lowest_ev": 3.450,
  "energy_ha": -11687.6694,
  "multiplicity": 1,
  "symbols": ["C", "Cl", "Cl", "Cl", "H", "C", "Cl", "Cl", "Cl", "H", "C", "Cl", "Cl", "Cl", "H", "O", "S", "O", "O", "C", "C", "C", "H", "H", "H", "H", "H", "H", "H", "H", "O", "S", "O", "O", "C", "C", "C", "H", "H", "H", "H", "H", "H", "H", "H", "O", "S", "O", "O", "C", "C", "C", "H", "H", "H", "H", "H", "H", "H", "H", "O", "S", "O", "O", "C", "C", "C", "H", "H", "H", "H", "H", "H", "H", "H", "O", "S", "O", "O", "C", "C", "C", "H", "H", "H", "H", "H", "H", "H", "H", "O", "S", "O", "O", "C", "C", "C", "H", "H", "H", "H", "H", "H", "H", "H", "O", "S", "O", "O", "C", "C", "C", "H", "H", "H", "H", "H", "H", "H", "H", "O", "S", "O", "O", "C", "C", "C", "H", "H", "H", "H", "H", "H", "H", "H", "O", "S", "O", "O", "C", "C", "C", "H", "H", "H", "H", "H", "H", "H", "H", "O", "S", "O", "O", "C", "C", "C", "H", "H", "H", "H", "H", "H", "H", "H"],
  "xyz": [[2.761587, 6.453120, -0.232659], [2.725114, 4.644234, -0.187445], [3.942715, 7.087973, -1.400422], [2.991650, 7.101547, 1.358641], [1.758263, 6.697603, -0.581472], [-1.837526, 4.088549, -0.652243], [-1.233696, 5.596418, -1.259571], [-3.056692, 3.611882, -1.851402], [-2.548901, 4.282816, 0.993664], [-1.102067, 3.285598, -0.701849], [4.449028, 0.229714, 5.801926], [5.312164, -0.876317, 4.725062], [4.078845, -0.515571, 7.333027], [2.948770, 0.578125, 4.981259], [5.024517, 1.150029, 5.901606], [5.685621, 5.900954, 7.098408], [6.204409, 4.655373, 6.544122], [6.702688, 3.595700, 7.412361], [5.099154, 4.010252, 5.494049], [4.715282, 4.672513, 4.239309], [3.650237, 3.869972, 3.472285], [7.499925, 5.103412, 5.315989], [5.546918, 4.804710, 3.547203], [4.358484, 5.674141, 4.479194], [3.925981, 2.821266, 3.361385], [3.541528, 4.226665, 2.448053], [2.697015, 3.942746, 3.995906], [8.424238, 5.135011, 5.892829], [7.187451, 6.011504, 4.800415], [7.584951, 4.250662, 4.642418], [-1.381845, -4.924042, 0.063782], [-0.034487, -4.581574, 0.595502], [1.096749, -4.268415, -0.261369], [-0.209903, -3.408603, 1.771565], [0.922479, -2.829670, 2.254937], [0.481780, -2.081731, 3.536722], [0.418485, -5.972183, 1.655028], [1.380165, -2.173895, 1.514272], [1.763997, -3.464077, 2.533272], [-0.143257, -2.623848, 4.246319], [0.031702, -1.114463, 3.313297], [1.351106, -1.822004, 4.140799], [-0.396240, -6.269512, 2.315264], [1.197229, -5.697327, 2.366448], [0.870890, -6.737644, 1.024562], [1.267301, -0.858444, -3.343609], [2.520650, -0.122398, -3.218395], [2.514959, 1.360981, -3.030807], [3.320534, -0.682983, -1.854015], [3.342242, -2.082247, -1.429987], [4.073597, -2.147504, -0.079083], [3.807585, -0.525625, -4.506262], [3.798542, -2.772922, -2.139109], [2.299844, -2.391049, -1.351653], [3.761079, -1.342996, 0.586640], [5.153020, -2.140530, -0.230403], [3.787837, -3.090758, 0.386446], [3.357423, -0.402973, -5.491352], [4.204940, -1.530339, -4.362219], [4.589314, 0.203203, -4.292190], [-2.919160, 4.525535, 5.404657], [-3.526349, 3.372631, 4.722856], [-4.136876, 3.497405, 3.408114], [-2.329253, 2.199824, 4.529323], [-2.297222, 1.340094, 3.467820], [-2.392848, -0.097273, 4.037190], [-4.567911, 2.469788, 5.939257], [-1.329917, 1.432228, 2.973918], [-3.075336, 1.512554, 2.724251], [-1.649279, -0.221823, 4.824389], [-2.250704, -0.711964, 3.148342], [-3.376543, -0.272114, 4.472925], [-3.983044, 2.074797, 6.769927], [-4.768385, 1.609777, 5.300276], [-5.460659, 3.063638, 6.135276], [-8.381163, 1.864698, -0.163635], [-6.997816, 1.958703, -0.656310], [-6.694820, 1.701850, -2.065102], [-6.427579, 3.499556, -0.285118], [-6.345882, 4.491930, -1.305575], [-7.776716, 4.973821, -1.578031], [-5.877876, 0.859678, 0.403957], [-5.879474, 4.152435, -2.230400], [-5.719338, 5.308797, -0.947408], [-7.812657, 5.905732, -2.142258], [-8.256032, 5.178372, -0.620683], [-8.363508, 4.369454, -2.269777], [-6.318792, 0.809579, 1.399534], [-4.927645, 1.378382, 0.276982], [-5.859290, -0.163082, 0.027519], [-4.540264, -2.022188, -5.216700], [-3.634428, -1.247332, -4.418660], [-2.563437, -1.873835, -3.672879], [-3.005211, -0.016941, -5.380721], [-1.982947, 0.821024, -4.846998], [-1.423929, 1.722307, -5.915702], [-4.564805, -0.220297, -3.243159], [-1.087490, 0.242662, -4.619487], [-2.307797, 1.454357, -4.021492], [-2.129740, 2.492023, -6.227885], [-1.088777, 1.253309, -6.840808], [-0.667730, 2.341480, -5.433114], [-5.152586, -0.873060, -2.597783], [-5.165013, 0.538421, -3.745367], [-3.841946, 0.297475, -2.612694], [2.323254, -4.446599, -3.245209], [1.106736, -5.076837, -3.790912], [1.182084, -5.426851, -5.218800], [0.666774, -6.362657, -2.845077], [-0.382546, -7.214766, -3.399102], [-1.150804, -7.763425, -2.158590], [-0.304348, -3.968645, -3.401142], [0.053175, -8.039120, -3.963633], [-0.996806, -6.705552, -4.141724], [-1.914571, -8.478869, -2.463391], [-1.590187, -6.892733, -1.671839], [-0.486086, -8.229673, -1.431362], [-1.213861, -4.563423, -3.485564], [-0.241970, -3.052956, -3.989118], [-0.180549, -3.722915, -2.346445], [-5.828148, -3.002393, -1.956791], [-5.868870, -4.139675, -1.029480], [-7.107332, -4.538994, -0.373523], [-5.459870, -5.532235, -1.931181], [-4.698377, -5.381122, -3.064589], [-4.515208, -6.790253, -3.620725], [-4.439434, -4.064418, 0.097531], [-3.672188, -5.158971, -2.771871], [-5.163708, -4.731662, -3.806058], [-5.365667, -7.360600, -3.994243], [-4.050368, -7.422705, -2.864402], [-3.616775, -6.924321, -4.223170], [-4.680210, -3.348719, 0.883597], [-3.585956, -3.810504, -0.531132], [-4.337480, -5.043638, 0.565336], [6.248697, 0.606804, -2.154940], [5.852050, 1.802371, -1.374704], [4.828520, 1.755478, -0.335405], [7.311054, 2.413264, -0.735323], [7.248578, 3.297454, 0.291560], [7.202544, 2.496469, 1.649763], [5.459682, 3.182238, -2.616085], [6.503109, 4.066169, 0.087950], [8.151319, 3.905873, 0.346155], [7.092869, 3.226761, 2.451466], [8.103130, 1.884863, 1.704332], [6.480235, 1.680463, 1.672670], [6.166908, 3.061162, -3.436620], [5.649074, 4.091933, -2.046274], [4.417828, 2.993937, -2.875270], [-2.726849, 0.428731, -0.124124], [-1.372550, 0.391484, -0.575318], [-0.987340, 1.106714, -1.771859], [-0.396826, 0.859313, 0.709469], [0.964419, 1.337971, 0.401140], [1.949833, 0.897586, 1.570944], [-0.794304, -1.349056, -0.644187], [0.972419, 2.424161, 0.310490], [1.340549, 0.815539, -0.478467], [1.864672, -0.180338, 1.708537], [1.775926, 1.337462, 2.552962], [2.990896, 1.115485, 1.332605], [-1.020656, -1.645788, -1.668307], [-1.354271, -1.979293, 0.046713], [0.270582, -1.419416, -0.422484]],
  "atomic_forces_ev_per_a": [[-0.640, -0.750, -0.617], [0.409, 0.581, -0.170], [-0.240, -0.334, 0.347], [0.162, 0.185, 0.330], [0.317, 0.241, 0.044], [-0.973, -0.322, 0.011], [0.912, 0.746, 0.205], [-0.499, -0.471, 0.222], [0.506, -0.375, -0.984], [0.097, 0.400, 0.408], [-0.033, -0.198, -0.538], [0.611, -0.150, 0.124], [0.320, -0.001, 0.430], [-0.796, 0.615, -0.195], [-0.088, -0.207, 0.238], [0.450, -1.842, -0.611], [0.239, 0.979, -0.896], [-1.214, 1.244, -1.474], [0.543, -0.256, 0.499], [-0.252, 0.274, -0.292], [0.222, -0.061, 0.833], [-0.596, -0.995, 0.989], [0.495, -0.218, 0.403], [-0.142, -0.026, 0.110], [0.110, -0.027, 0.273], [0.056, 0.399, 0.190], [-0.064, -0.156, -0.141], [-0.075, 0.538, -0.108], [0.312, -0.055, 0.248], [-0.082, 0.097, -0.069], [2.995, 1.620, 1.018], [-1.158, -1.362, 0.595], [-1.566, 0.095, 0.875], [-2.140, -2.782, -2.723], [1.836, 1.985, 2.129], [0.945, 0.765, -0.044], [0.597, 0.483, 0.333], [-0.233, 0.357, -0.029], [-0.329, -0.925, -0.089], [-0.245, -0.370, -0.570], [-0.281, -0.212, -0.174], [0.346, -0.033, -0.188], [-0.334, -0.167, -0.720], [0.234, 0.493, -0.296], [-0.539, -0.121, -0.061], [1.571, 0.908, -0.192], [0.971, 0.758, 1.808], [-0.026, -3.528, -0.555], [-0.482, 0.899, -1.541], [-0.639, 0.185, 0.366], [-0.456, -0.094, -0.711], [-0.934, 0.397, 0.891], [0.146, 0.405, -0.295], [0.049, -0.117, 0.154], [0.111, 0.108, -0.098], [-0.060, 0.184, 0.141], [0.095, -0.117, 0.014], [0.030, 0.044, 0.141], [-0.368, -0.001, 0.111], [-0.086, -0.031, -0.136], [-1.059, -2.276, -1.498], [2.044, 0.354, 0.505], [0.072, -0.008, 1.802], [-1.233, 3.520, 2.446], [0.108, -2.331, -0.885], [-0.304, 1.110, -0.804], [0.589, -0.169, -2.009], [-0.028, 0.215, -0.129], [-0.040, 0.188, 0.038], [0.125, -0.256, -0.272], [0.100, -0.622, 0.409], [-0.070, -0.100, -0.090], [0.008, 0.747, 0.052], [-0.693, -0.153, 0.221], [0.237, -0.153, 0.234], [2.533, 0.209, -0.874], [-0.799, 0.058, 0.032], [-0.359, 0.421, 1.715], [0.174, -2.437, 0.335], [-1.354, 0.433, -1.066], [0.256, 0.925, -0.522], [-1.009, 1.386, -0.852], [0.021, -0.473, 0.155], [-0.052, -0.248, 0.476], [0.547, 0.438, 0.184], [-0.289, -0.313, -0.172], [0.033, -0.795, 0.651], [0.300, 0.532, 0.003], [0.097, -0.369, 0.525], [-0.119, 0.307, -0.583], [0.939, 0.513, 0.068], [-0.233, 2.228, 0.643], [-0.279, 0.105, -0.638], [-1.151, -1.841, 0.587], [1.415, -0.054, -0.560], [-0.909, 1.439, -0.475], [0.527, -0.187, -0.160], [-0.432, -0.506, 0.942], [-0.169, -0.427, 0.207], [-0.462, -0.117, -0.120], [0.275, -0.299, 0.368], [0.531, -0.374, -0.124], [-0.079, -0.065, -0.330], [-0.070, -0.417, -0.156], [0.166, -0.060, -0.088], [-2.172, -1.614, -0.343], [1.258, 1.343, -0.679], [-0.787, 0.035, 2.524], [0.486, 1.006, -1.445], [0.029, -1.117, 0.912], [0.304, 0.994, -0.945], [0.897, -0.846, 0.209], [0.425, 0.064, 0.131], [-0.194, 0.382, 0.381], [-0.004, 0.086, 0.031], [-0.314, -0.166, 0.148], [0.168, -0.066, -0.269], [-0.051, 0.368, -0.433], [-0.163, -0.352, -0.197], [0.192, -0.071, -0.083], [0.020, -1.533, 1.710], [-0.733, -1.206, -1.870], [2.110, 0.855, -0.564], [-1.960, 1.808, 3.052], [1.288, -1.423, -1.688], [1.047, -1.197, 0.473], [-1.081, -0.293, -0.401], [0.101, 1.082, -0.232], [0.349, 0.356, 0.217], [-0.050, 0.513, -0.211], [-0.763, -0.022, 1.065], [-0.421, 0.847, -1.291], [0.145, 0.241, -0.277], [-0.037, 0.078, 0.281], [0.033, 0.003, -0.252], [-0.791, 2.494, 2.013], [0.857, -0.254, -1.441], [1.549, 0.077, -1.244], [-1.209, -2.495, -3.133], [-0.150, 0.534, 2.938], [-0.142, 0.446, -1.201], [0.549, -1.508, 1.659], [-0.748, -0.172, 0.592], [0.444, -0.316, -0.452], [0.077, -0.441, 0.331], [0.562, 0.670, 0.221], [-0.786, 0.668, -0.029], [-0.161, -0.041, 0.125], [-0.342, 0.088, -0.258], [0.070, 0.240, -0.060], [0.158, 0.150, 0.257], [2.430, -0.829, 0.694], [-0.172, -0.489, 1.158], [-0.707, 0.306, -1.201], [1.001, -1.054, 1.560], [-1.035, 0.058, -0.582], [-0.688, 0.703, -0.582], [-0.214, -0.147, -0.298], [-0.168, 0.437, -0.291], [0.028, -0.024, -0.076], [-0.450, 0.289, -0.191], [-0.089, 0.098, -0.422], [0.163, -0.117, -0.055], [-0.128, 0.430, 0.088], [-0.054, 0.286, -0.225]]
}